Computed, not measured: C48H51F3IN4O3P2SV as an isolated structure, with ωB97M-V/def2-TZVPD.

**Spin multiplicity**: 4
**HOMO level (spin up / spin down)**: -9.007 / -9.007 eV
**Total charge**: +1
**HOMO-LUMO gap (spin up / spin down)**: 5.690 / 5.610 eV

Positions of all 114 atoms, in Å:
V (-0.43, 0.20, -1.07)
C (-3.55, -1.32, 0.85)
C (-3.97, -1.23, -0.62)
P (-3.13, 0.07, -1.64)
C (-3.98, 1.59, -1.11)
C (-3.60, 2.76, -1.81)
C (-4.35, 3.91, -1.74)
C (-5.46, 3.97, -0.91)
C (-5.78, 2.87, -0.10)
C (-5.06, 1.67, -0.23)
C (-3.87, -0.08, -3.31)
C (-3.04, -0.40, -4.41)
C (-3.44, -0.18, -5.71)
C (-4.72, 0.27, -5.98)
C (-5.59, 0.56, -4.91)
C (-5.19, 0.34, -3.60)
P (-1.82, -1.96, 1.05)
C (-1.97, -3.77, 1.16)
C (-2.20, -4.47, 2.37)
C (-2.07, -5.87, 2.42)
C (-1.73, -6.56, 1.26)
C (-1.63, -5.91, 0.05)
C (-1.71, -4.52, -0.01)
C (-1.58, -1.52, 2.79)
C (-0.27, -1.77, 3.28)
C (0.16, -1.23, 4.48)
C (-0.75, -0.56, 5.30)
C (-2.07, -0.43, 4.91)
C (-2.48, -0.92, 3.66)
H (-4.26, -1.91, 1.44)
H (-3.50, -0.33, 1.31)
H (-5.07, -1.08, -0.62)
H (-3.74, -2.20, -1.12)
H (-2.71, 2.76, -2.46)
H (-4.12, 4.78, -2.37)
H (-6.08, 4.85, -0.86)
H (-6.66, 2.90, 0.55)
H (-5.30, 0.81, 0.36)
H (-2.04, -0.83, -4.19)
H (-2.76, -0.38, -6.52)
H (-5.02, 0.45, -7.03)
H (-6.58, 0.99, -5.06)
H (-5.90, 0.42, -2.76)
H (-2.42, -3.92, 3.28)
H (-2.16, -6.42, 3.36)
H (-1.59, -7.66, 1.33)
H (-1.52, -6.49, -0.87)
H (-1.54, -4.00, -0.95)
H (0.40, -2.37, 2.66)
H (1.20, -1.37, 4.75)
H (-0.38, -0.11, 6.22)
H (-2.81, 0.18, 5.44)
H (-3.51, -0.70, 3.36)
C (6.01, -2.14, -0.36)
C (4.97, -2.97, 0.42)
C (5.26, -2.88, 1.92)
C (5.08, -4.45, -0.03)
C (3.59, -2.37, 0.17)
C (2.37, -3.08, 0.00)
C (1.18, -2.43, -0.35)
N (1.14, -1.11, -0.47)
C (2.23, -0.41, -0.04)
C (3.50, -0.98, 0.16)
C (2.04, 0.96, 0.17)
C (3.01, 1.74, 0.78)
C (2.95, 3.14, 0.64)
C (1.89, 3.69, -0.09)
C (0.98, 2.83, -0.69)
N (0.98, 1.54, -0.46)
C (3.97, 4.11, 1.18)
C (4.22, 5.24, 0.19)
C (5.24, 3.28, 1.42)
C (3.41, 4.70, 2.46)
H (6.96, -2.70, -0.44)
H (6.17, -1.13, 0.10)
H (5.69, -1.95, -1.42)
H (6.29, -3.29, 2.10)
H (4.54, -3.55, 2.47)
H (5.19, -1.86, 2.30)
H (6.13, -4.78, -0.08)
H (4.59, -4.64, -1.02)
H (4.57, -5.15, 0.69)
H (2.34, -4.18, 0.06)
H (0.28, -3.01, -0.60)
H (4.35, -0.34, 0.26)
H (3.82, 1.23, 1.32)
H (1.79, 4.76, -0.21)
H (0.01, 4.30, -1.45)
H (4.40, 4.90, -0.87)
H (5.10, 5.84, 0.53)
H (3.35, 5.95, 0.14)
H (5.58, 2.78, 0.48)
H (5.08, 2.51, 2.20)
H (6.06, 3.94, 1.74)
H (2.45, 5.26, 2.26)
H (4.11, 5.40, 2.93)
H (3.16, 3.94, 3.20)
F (-0.18, 4.21, 3.14)
C (-0.65, 3.00, 3.54)
F (-1.22, 3.10, 4.73)
F (0.28, 2.03, 3.54)
S (-2.08, 2.54, 2.29)
O (0.01, 3.32, -1.50)
O (-3.14, 1.81, 3.05)
O (-1.26, 1.58, 1.51)
I (1.84, -1.37, -6.51)
C (0.87, -0.41, -5.01)
C (0.61, 0.95, -5.06)
N (0.23, 1.31, -3.80)
N (0.23, 0.22, -2.95)
C (0.57, -0.85, -3.71)
H (0.59, 1.67, -5.85)
H (-0.01, 2.22, -3.42)
H (0.62, -1.85, -3.32)

Here are the Löwdin charges for atoms 1 to 99, given in e: V 0.741; C -0.403; C -0.401; P 1.017; C -0.374; C -0.113; C -0.087; C -0.068; C -0.045; C -0.074; C -0.347; C -0.111; C -0.098; C -0.064; C -0.063; C -0.076; P 1.049; C -0.356; C -0.060; C -0.065; C -0.096; C -0.095; C -0.134; C -0.398; C -0.111; C -0.087; C -0.078; C -0.066; C -0.101; H 0.105; H 0.049; H 0.093; H 0.082; H 0.094; H 0.112; H 0.104; H 0.116; H 0.090; H 0.084; H 0.102; H 0.118; H 0.111; H 0.115; H 0.105; H 0.112; H 0.121; H 0.109; H 0.083; H 0.091; H 0.100; H 0.109; H 0.119; H 0.099; C -0.054; C -0.566; C -0.042; C -0.056; C -0.125; C 0.041; C -0.128; N 0.012; C -0.179; C 0.059; C -0.174; C 0.077; C -0.120; C 0.076; C -0.342; N 0.066; C -0.585; C -0.059; C -0.050; C -0.033; H 0.089; H 0.088; H 0.107; H 0.109; H 0.105; H 0.084; H 0.089; H 0.094; H 0.096; H 0.126; H 0.076; H 0.106; H 0.114; H 0.126; H 0.146; H 0.107; H 0.106; H 0.089; H 0.104; H 0.086; H 0.097; H 0.104; H 0.101; H 0.094; F 0.062; C -0.713

=====

Computed, not measured: C48H51N3O2SbTeV as an isolated structure, with ωB97M-V/def2-TZVPD.

**Spin multiplicity**: 3
**Energy above the lowest of the compared OMol25 structures with the same formula, charge and spin**: 2.801 eV
**HOMO level (spin up / spin down)**: -5.312 / -5.312 eV
**HOMO-LUMO gap (spin up / spin down)**: 4.743 / 4.722 eV

Positions of all 107 atoms, in Å:
V (-1.42, 0.24, 0.81)
C (-1.41, 2.07, 3.17)
N (-0.92, 0.67, 2.97)
C (-1.85, -0.20, 3.76)
C (-1.69, -1.72, 3.66)
C (-1.98, -2.38, 2.26)
N (-2.62, -1.39, 1.39)
C (-3.72, -1.68, 0.79)
C (-4.48, -0.73, 0.03)
C (-5.56, -1.08, -0.76)
C (-6.36, -0.13, -1.39)
C (-6.06, 1.19, -1.11)
C (-5.08, 1.63, -0.28)
C (-4.15, 0.69, 0.17)
O (-3.01, 1.17, 0.80)
C (0.50, 0.61, 3.44)
C (1.41, -0.56, 2.97)
C (1.63, -0.42, 1.51)
N (0.46, -0.74, 0.71)
C (0.47, -1.84, 0.09)
C (-0.54, -2.43, -0.76)
C (-0.58, -3.82, -0.94)
C (-1.64, -4.52, -1.56)
C (-2.55, -3.71, -2.20)
C (-2.49, -2.34, -2.07)
C (-1.54, -1.63, -1.27)
O (-1.54, -0.27, -1.05)
H (-1.59, 2.17, 4.27)
H (-2.31, 2.20, 2.57)
H (-0.64, 2.83, 2.90)
H (-2.89, -0.03, 3.38)
H (-1.71, 0.21, 4.76)
H (-2.19, -2.15, 4.50)
H (-0.63, -1.95, 3.85)
H (-2.68, -3.23, 2.39)
H (-1.07, -2.77, 1.77)
H (-4.05, -2.73, 0.88)
H (-5.93, -2.13, -0.75)
H (-7.06, -0.31, -2.19)
H (-6.58, 2.04, -1.60)
H (-5.03, 2.67, -0.27)
H (0.53, 0.70, 4.55)
H (0.99, 1.53, 3.06)
H (1.03, -1.52, 3.30)
H (2.34, -0.50, 3.54)
H (2.45, -1.11, 1.19)
H (1.95, 0.63, 1.29)
H (1.40, -2.37, 0.12)
H (0.28, -4.41, -0.58)
H (-1.70, -5.60, -1.59)
H (-3.31, -4.14, -2.76)
H (-3.32, -1.84, -2.52)
C (-3.44, 4.55, -3.60)
C (-2.16, 4.39, -4.07)
C (-1.20, 3.80, -3.21)
C (-1.43, 3.47, -1.89)
C (-2.69, 3.77, -1.40)
C (-3.64, 4.30, -2.21)
Sb (0.05, 2.67, -0.57)
C (1.48, 1.96, -1.86)
C (2.61, 2.67, -2.27)
C (3.50, 2.11, -3.21)
C (3.27, 0.86, -3.78)
C (2.14, 0.13, -3.37)
C (1.29, 0.69, -2.47)
C (1.12, 4.50, -0.14)
C (1.86, 4.56, 1.03)
C (2.51, 5.73, 1.44)
C (2.25, 6.87, 0.71)
C (1.52, 6.84, -0.53)
C (0.94, 5.67, -0.95)
H (-4.21, 4.99, -4.20)
H (-1.87, 4.57, -5.09)
H (-0.25, 3.67, -3.63)
H (-3.02, 3.64, -0.34)
H (-4.63, 4.46, -1.88)
H (2.99, 3.52, -1.77)
H (4.45, 2.53, -3.47)
H (3.97, 0.37, -4.47)
H (1.96, -0.85, -3.67)
H (0.30, 0.26, -2.31)
H (1.88, 3.73, 1.75)
H (3.05, 5.80, 2.38)
H (2.69, 7.80, 0.98)
H (1.38, 7.64, -1.23)
H (0.39, 5.64, -1.90)
C (4.77, -3.27, -2.23)
C (4.20, -3.60, -0.87)
C (4.56, -2.83, 0.21)
C (4.03, -3.03, 1.47)
C (4.51, -2.02, 2.54)
C (3.24, -4.13, 1.74)
Te (2.08, -4.24, 3.53)
C (2.96, -5.10, 0.73)
C (2.22, -6.45, 1.02)
C (3.50, -4.81, -0.55)
H (4.58, -2.24, -2.66)
H (4.28, -3.97, -2.88)
H (5.87, -3.43, -2.32)
H (5.23, -2.01, 0.15)
H (4.29, -1.02, 2.16)
H (5.56, -2.08, 2.67)
H (3.90, -2.08, 3.50)
H (2.18, -6.92, 0.06)
H (1.25, -6.39, 1.48)
H (2.82, -7.12, 1.67)
H (3.32, -5.49, -1.39)

Here are the Löwdin charges for atoms 1 to 99, given in e: V 0.870; C -0.081; N -0.274; C -0.180; C -0.113; C -0.131; N -0.049; C -0.056; C -0.141; C -0.050; C -0.073; C -0.083; C -0.021; C -0.197; O -0.269; C -0.160; C -0.190; C -0.198; N -0.022; C -0.075; C -0.164; C 0.006; C -0.052; C -0.090; C -0.009; C -0.301; O -0.240; H 0.102; H 0.067; H 0.090; H 0.132; H 0.121; H 0.105; H 0.069; H 0.125; H 0.095; H 0.152; H 0.135; H 0.107; H 0.122; H 0.078; H 0.137; H 0.104; H -0.006; H 0.115; H 0.106; H 0.122; H 0.130; H 0.119; H 0.103; H 0.089; H 0.100; C -0.060; C -0.072; C -0.117; C -0.356; C -0.157; C -0.091; Sb 1.582; C -0.400; C -0.104; C -0.074; C -0.070; C -0.079; C -0.133; C -0.360; C -0.161; C -0.084; C -0.067; C -0.076; C -0.111; H 0.095; H 0.103; H 0.078; H 0.109; H 0.082; H 0.082; H 0.094; H 0.111; H 0.090; H 0.079; H 0.086; H 0.107; H 0.086; H 0.098; H 0.098; C -0.067; C -0.280; C -0.063; C -0.364; C -0.095; C -0.605; Te 0.558; C -0.312; C -0.119; C -0.026; H 0.078; H 0.048; H 0.085

=====

Number 1: calculated total energy -4926.4395 Ha, largest force on an atom 3.90 eV/A. Number 2: calculated total energy -3626.6199 Ha, largest force on an atom 2.95 eV/A.